[1]
Density functional theory data (ωB97M-V/def2-TZVPD) for a 3-piece molecular cluster, C11H21B3NO11PS overall in a non-equilibrium geometry.

Its HOMO-LUMO gap is 0.309 Eh. As for the SMILES: NB1OB(CCOC=O)OB([PH2]=S)O1.C[C@@H]1COC(=O)O1.C[C@@H]1COC(=O)O1. Its highest occupied orbital energy is -0.305 Ha.

```
! RIJCOSX wB97M-V def2-TZVPD def2/J DEFGRID3
* xyz 0 1
S 2.113 3.430 1.246
P 3.426 2.251 2.091
O 0.413 3.645 -1.921
O -0.532 -1.251 2.110
O -4.616 -1.669 0.283
O 0.294 -2.743 0.640
O 3.069 -1.845 0.126
O -5.880 -3.471 -0.021
O -0.060 5.152 -0.314
O 3.113 0.493 -0.151
O 0.795 5.802 -2.300
O 4.394 -0.485 1.579
O -5.447 -2.110 -1.766
N 4.112 -2.874 2.155
C -4.886 -2.179 1.603
C 1.588 2.567 -3.746
C 1.431 5.091 -3.364
C -0.011 -2.303 1.854
C 0.336 4.894 -1.401
C 0.839 -0.591 -0.499
C -5.328 -2.385 -0.617
C -3.671 -2.051 2.486
C -5.309 -3.601 1.283
C 0.742 3.739 -3.314
C -0.014 -1.851 -0.460
B 3.859 -1.742 1.279
B 3.718 0.604 1.070
B 2.366 -0.696 -0.206
H 0.265 -3.044 2.618
H 2.085 2.787 -4.692
H 0.982 1.672 -3.879
H -6.048 -4.003 1.971
H 2.499 5.012 -3.145
H 4.600 -3.621 1.665
H -3.539 -1.030 2.837
H 3.238 -3.297 2.458
H 0.125 -2.459 -1.356
H 1.286 5.622 -4.301
H -5.729 -1.613 2.007
H 0.714 -0.096 -1.474
H -2.778 -2.321 1.925
H -3.762 -2.704 3.355
H 2.995 1.764 3.337
H 0.452 0.142 0.225
H 2.342 2.357 -2.986
H -4.453 -4.278 1.226
H -0.198 3.771 -3.873
H -1.077 -1.589 -0.396
H 4.683 2.810 2.379
*
```

---

[2]
Density functional theory data (ωB97M-V/def2-TZVPD) for C11H21BrNO9P2Pd as an isolated structure.

Its HOMO-LUMO gap is 0.341 Eh. As for the energy above the lowest of the compared OMol25 structures with the same formula, charge and spin: 0.113 eV. Its highest occupied orbital energy is -0.463 Ha.

```
! RIJCOSX wB97M-V def2-TZVPD def2/J DEFGRID3
* xyz 1 1
Pd 0.018 0.148 -0.099
Br -3.424 5.704 0.888
P 0.844 -2.808 0.281
P -1.674 -2.003 1.421
O -2.283 -1.381 2.757
O 0.123 0.919 -2.862
O -0.093 -3.887 -0.339
O 0.771 -1.258 2.405
O -1.625 -0.897 0.356
O -2.317 -3.276 1.009
O 1.737 1.282 -0.442
O 2.233 -3.519 0.467
O 1.077 -1.559 -0.529
N -0.997 1.820 0.277
C -2.244 1.918 -0.202
C 0.080 -2.389 1.884
C 2.980 0.634 -0.096
C -0.260 -0.027 -3.851
C 1.812 2.037 -1.675
C -0.462 2.854 0.934
C -1.152 4.028 1.142
C -2.999 3.061 -0.045
C 0.139 -3.573 2.848
C -2.443 4.132 0.639
C 1.504 1.195 -2.886
H -4.000 3.109 -0.448
H 2.808 2.477 -1.732
H 0.325 -0.986 3.217
H 1.177 -3.768 3.118
H -1.335 -0.162 -3.767
H -0.308 -4.468 2.418
H 0.548 2.724 1.296
H -0.694 4.842 1.684
H 1.777 1.752 -3.791
H -0.017 0.338 -4.852
H -2.634 1.047 -0.709
H -2.960 -1.948 3.151
H -1.043 -3.847 -0.010
H 3.737 1.405 0.038
H 2.086 0.264 -2.876
H 3.277 -0.069 -0.872
H 1.073 2.834 -1.589
H 2.195 -4.483 0.527
H -0.411 -3.331 3.759
H 0.241 -0.985 -3.681
H 2.813 0.100 0.834
*
```

---

[3]
Density functional theory data (ωB97M-V/def2-TZVPD) for a 2-piece molecular cluster, C11H21ClN2 overall in a non-equilibrium geometry.

Its HOMO-LUMO gap (alpha / beta) is 0.322 / 0.241 Eh. As for the energy above the lowest of the compared OMol25 structures with the same formula, charge and spin: 2.735 eV. Its highest occupied orbital energy (alpha / beta) is -0.299 / -0.241 Ha.

```
! RIJCOSX wB97M-V def2-TZVPD def2/J DEFGRID3
* xyz 0 1
Cl 1.928 1.394 -0.839
N 0.039 1.661 2.282
N -0.819 0.290 0.408
C -0.019 -1.521 1.754
C -1.773 0.881 -0.553
C -0.699 -2.046 -0.675
C 2.608 0.010 0.090
C -0.684 -1.057 0.488
C -0.235 1.037 1.356
C -3.047 0.187 -0.174
C 3.061 -1.127 -0.815
C -1.899 2.358 -0.190
C 3.462 0.484 1.244
C -1.245 0.890 -2.032
H -0.877 2.698 0.170
H 1.066 -1.340 2.039
H 2.343 -1.885 -0.848
H -2.201 0.875 -2.467
H -2.616 2.459 0.702
H -3.361 -0.320 -1.170
H 0.272 -2.243 -1.147
H -1.244 -3.001 -0.306
H 2.843 1.051 1.942
H -0.866 1.939 -2.044
H -0.445 0.228 -2.215
H 3.968 -0.405 1.678
H 4.334 0.986 0.808
H -0.053 -2.668 1.865
H 3.423 -0.654 -1.855
H -0.648 -1.305 2.633
H -3.071 -0.608 0.581
H 3.941 -1.723 -0.388
H -3.796 0.973 0.103
H -1.447 -1.622 -1.528
H -2.242 3.121 -0.895
*
```

---

The evaluated DFT total energy for the records listed, in turn: -57921.6168, -123764.8267, -27244.3116 eV.